[1]
{
  "formula": "C20H55ClN5O9",
  "method": "wB97M-V/def2-TZVPD",
  "species": ["Cl", "O", "O", "O", "O", "C", "C", "C", "O", "C", "N", "H", "H", "H", "H", "H", "H", "H", "H", "H", "H", "H", "C", "C", "C", "O", "C", "N", "H", "H", "H", "H", "H", "H", "H", "H", "H", "H", "H", "C", "C", "C", "O", "C", "N", "H", "H", "H", "H", "H", "H", "H", "H", "H", "H", "H", "C", "C", "C", "O", "C", "N", "H", "H", "H", "H", "H", "H", "H", "H", "H", "H", "H", "C", "C", "C", "O", "C", "N", "H", "H", "H", "H", "H", "H", "H", "H", "H", "H", "H"],
  "coordinates": [[-1.44742, 0.14722, 0.05079], [-1.80616, 0.62597, -1.26951], [-0.06319, -0.28680, 0.04063], [-1.64984, 1.20831, 1.01196], [-2.27526, -0.97754, 0.41560], [1.91199, 5.34479, 0.90034], [0.65541, 5.19983, 1.73013], [-0.62993, 4.91645, 0.99580], [-1.69080, 5.18526, 1.86693], [-2.90931, 4.68195, 1.38381], [0.89048, 4.26235, 2.85594], [2.23812, 4.41905, 0.41839], [2.71288, 5.66841, 1.56568], [1.78639, 6.11897, 0.13998], [0.55355, 6.15461, 2.26900], [-0.60462, 3.85403, 0.69715], [-0.71851, 5.52274, 0.08632], [-3.09217, 5.03200, 0.35672], [-3.71582, 5.11257, 1.98215], [-2.96711, 3.59222, 1.43140], [-0.02396, 4.09364, 3.28636], [0.98910, 3.35181, 2.37842], [-0.10262, -1.06853, -4.00949], [0.05145, -2.45059, -3.40714], [1.40884, -2.61004, -2.78526], [1.55983, -3.91803, -2.30639], [2.90189, -4.29077, -2.14003], [-1.00456, -2.73238, -2.39950], [0.62518, -0.88853, -4.81619], [0.14854, -0.31168, -3.25606], [-1.11191, -0.84989, -4.34701], [-0.08185, -3.23003, -4.16397], [1.52938, -1.84099, -2.00109], [2.18242, -2.36703, -3.53598], [3.42207, -3.58310, -1.47516], [3.43571, -4.33242, -3.09904], [2.89648, -5.27209, -1.66673], [-1.10439, -1.89564, -1.79769], [-1.87884, -2.65080, -2.92579], [1.42592, -3.64169, 2.31564], [1.09283, -4.08812, 0.89318], [1.21212, -5.59863, 0.86593], [0.53358, -6.17153, -0.20034], [0.66522, -7.55687, -0.18120], [-0.26147, -3.69039, 0.50871], [1.40082, -2.55507, 2.38896], [2.49695, -3.82663, 2.52016], [0.81722, -4.15836, 3.05490], [1.82695, -3.64637, 0.22031], [0.85611, -6.02699, 1.82438], [2.28466, -5.88046, 0.84182], [0.37500, -7.97000, 0.80263], [1.71993, -7.84485, -0.32105], [0.01221, -7.99416, -0.92902], [-0.34902, -2.67847, 0.67403], [-0.84437, -3.96266, 1.31615], [-1.48375, 4.04995, -3.38022], [-1.87730, 3.31793, -4.65886], [-1.48798, 4.14542, -5.88152], [-1.98093, 5.46219, -5.93073], [-3.36570, 5.59462, -5.79544], [-1.34544, 1.97932, -4.77267], [-1.84983, 3.49010, -2.51161], [-1.96963, 5.02657, -3.30869], [-0.40316, 4.15177, -3.24528], [-2.96909, 3.27473, -4.59261], [-1.74390, 3.57068, -6.78731], [-0.39593, 4.23487, -5.86855], [-3.57310, 6.65958, -5.70800], [-3.76256, 5.09327, -4.91088], [-3.87727, 5.21158, -6.68985], [-1.58547, 1.50140, -3.90190], [-0.33178, 1.92660, -4.80682], [1.98323, -2.93322, 6.05500], [1.15213, -1.67081, 6.18751], [0.98415, -0.95135, 4.85663], [0.14599, 0.15169, 5.02447], [0.30460, 1.04101, 3.93233], [-0.14997, -1.91808, 6.86967], [2.21970, -3.33170, 7.04270], [2.95244, -2.72633, 5.58334], [1.47296, -3.66992, 5.43439], [1.60954, -0.93391, 6.85842], [0.60052, -1.60970, 4.06823], [2.00450, -0.63661, 4.57875], [-0.55279, 1.70974, 3.94469], [0.31681, 0.49319, 2.98707], [1.22022, 1.62427, 4.08132], [0.07999, -2.28500, 7.79033], [-0.62731, -2.68790, 6.39938]],
  "lowdin_charge": [0.6211, -0.3857, -0.3903, -0.3799, -0.3611, -0.0727, -0.4518, -0.2302, -0.1835, -0.1074, 0.0402, 0.0784, 0.0724, 0.0731, 0.1349, 0.1302, 0.1258, 0.0855, 0.0835, 0.0833, 0.0620, 0.0659, -0.0895, -0.4324, -0.2337, -0.1816, -0.1283, 0.0607, 0.0757, 0.0725, 0.0690, 0.1358, 0.1332, 0.1230, 0.0880, 0.0843, 0.0789, 0.0393, 0.0692, -0.0807, -0.4261, -0.2550, -0.1685, -0.1320, 0.0754, 0.0635, 0.0844, 0.0711, 0.1156, 0.1203, 0.1259, 0.0845, 0.0850, 0.0860, 0.0435, 0.0856, -0.0593, -0.4670, -0.2160, -0.1858, -0.1254, 0.0516, 0.0747, 0.0701, 0.0833, 0.1247, 0.1236, 0.1271, 0.0878, 0.0748, 0.0921, 0.0602, 0.0747, -0.0754, -0.4295, -0.2443, -0.1743, -0.1041, 0.0344, 0.0697, 0.0772, 0.0648, 0.1367, 0.1097, 0.1306, 0.0858, 0.0806, 0.0837, 0.0582, 0.0686],
  "total_energy_ev": -60024.3982,
  "lumo_energy_ev": 2.6,
  "homo_lumo_gap_ev": 8.518,
  "relative_energy_kj_mol": 49.6,
  "multiplicity": 1,
  "charge": -1
}


[2]
{
  "formula": "H7N5S2",
  "method": "wB97M-V/def2-TZVPD",
  "species": ["N", "N", "N", "N", "N", "S", "S", "H", "H", "H", "H", "H", "H", "H"],
  "coordinates": [[-1.74683, 0.42601, -1.57740], [1.01960, -1.06838, 1.28257], [-2.06519, -0.19635, 0.72933], [0.82045, -1.06887, -1.31070], [0.75191, 1.02559, -0.06790], [-2.66830, 0.59974, -0.40130], [1.65563, -0.15685, -0.13164], [-1.77012, 1.07408, -2.34482], [1.70399, -1.17354, 1.99480], [-1.20269, -0.70743, 0.58631], [0.08980, -0.74053, 1.64642], [-0.15330, -0.76253, -1.28109], [1.02386, -1.99701, -1.47882], [1.07716, 1.75755, -0.78372]],
  "lowdin_charge": [-0.3782, -0.2062, -0.3499, -0.2143, -0.4256, 0.8242, 0.7858, 0.0001, -0.0021, -0.0596, 0.0272, -0.0340, -0.0008, 0.0334],
  "total_energy_ev": -29230.3949,
  "lumo_energy_ev": -0.1,
  "homo_lumo_gap_ev": 8.573,
  "relative_energy_kj_mol": 86.0,
  "multiplicity": 1,
  "charge": 0
}


[3]
{
  "formula": "CH3BrN2",
  "method": "wB97M-V/def2-TZVPD",
  "species": ["C", "N", "N", "Br", "H", "H", "H"],
  "coordinates": [[-0.59680, -1.23845, 0.73861], [-0.87683, -0.70822, -0.36063], [-1.03323, -0.29280, -1.39481], [1.95957, 2.25617, 0.02986], [-1.35441, -0.96120, 1.41464], [0.39130, -1.49030, 0.82780], [1.51040, 2.43479, -1.25548]],
  "lowdin_charge": [-0.0506, -0.2394, 0.1936, 0.3271, 0.0584, 0.0419, -0.3311],
  "total_energy_ev": -74105.9806,
  "lumo_energy_ev": 0.9,
  "homo_lumo_gap_ev": 9.589,
  "relative_energy_kj_mol": 33.6,
  "multiplicity": 1,
  "charge": 0
}


[4]
{
  "formula": "C42H47AsF6N7O3P2Se2SiV",
  "method": "wB97M-V/def2-TZVPD",
  "species": ["V", "O", "C", "C", "C", "C", "C", "C", "C", "C", "N", "H", "H", "H", "H", "H", "H", "H", "H", "H", "H", "H", "Se", "P", "C", "C", "C", "C", "C", "C", "C", "C", "C", "C", "C", "C", "C", "C", "N", "N", "N", "P", "Se", "C", "C", "C", "C", "C", "C", "C", "C", "C", "C", "C", "C", "H", "H", "H", "H", "H", "H", "H", "H", "H", "H", "H", "H", "H", "H", "H", "H", "H", "H", "H", "H", "C", "N", "C", "C", "C", "N", "C", "O", "N", "H", "H", "H", "H", "H", "H", "H", "C", "Si", "C", "C", "O", "H", "H", "H", "H", "H", "H", "H", "H", "H", "F", "As", "F", "F", "F", "F", "F"],
  "coordinates": [[-1.50721, 0.22636, 0.83815], [1.24859, 0.72486, 2.58665], [1.43469, 1.89366, 3.36965], [0.25019, 2.18706, 4.29055], [-1.03081, 2.57716, 3.53905], [-1.00691, 3.94706, 2.94565], [-1.48091, 5.05436, 3.64435], [-1.49731, 6.28786, 3.01935], [-1.02221, 6.38316, 1.71775], [-0.55321, 5.23306, 1.10415], [-0.55661, 4.05166, 1.69975], [1.12549, -0.01864, 3.19395], [1.56759, 2.70676, 2.65025], [2.35339, 1.79076, 3.96235], [0.52799, 2.98876, 4.97755], [0.03449, 1.28936, 4.87885], [-1.86471, 2.48676, 4.23695], [-1.18171, 1.89696, 2.69415], [-1.84511, 4.93756, 4.65305], [-1.87161, 7.15896, 3.53845], [-1.01371, 7.32326, 1.19085], [-0.16431, 5.24056, 0.09335], [1.74339, -2.86844, -3.43085], [1.88279, -3.69994, -1.46955], [3.59289, -3.94334, -0.90335], [4.66609, -3.72594, -1.75595], [5.95189, -3.97284, -1.30765], [6.15689, -4.43124, -0.01525], [5.08049, -4.63834, 0.83815], [3.79179, -4.39984, 0.39765], [1.16839, -5.37704, -1.38085], [1.86669, -6.32724, -2.12675], [1.44429, -7.64254, -2.13195], [0.32779, -8.01534, -1.39955], [-0.37221, -7.06634, -0.67545], [0.03329, -5.74264, -0.67025], [1.06339, -2.61114, -0.29895], [0.85289, -1.21874, -0.21455], [-0.16041, -1.09074, 0.68085], [-0.51431, -2.27064, 1.11295], [0.19109, -3.18594, 0.54595], [1.57619, 0.38466, -0.58125], [0.19759, 1.91156, 0.21985], [3.23619, 0.50986, 0.15875], [3.72289, 1.73456, 0.60475], [4.99559, 1.80686, 1.14355], [5.77869, 0.66586, 1.23635], [5.29609, -0.55364, 0.79145], [4.02549, -0.62894, 0.25005], [1.76699, 0.56986, -2.36785], [0.60279, 0.45666, -3.12355], [0.67269, 0.58086, -4.49835], [1.89289, 0.83066, -5.11275], [3.04729, 0.94466, -4.35265], [2.99169, 0.81736, -2.97535], [4.49529, -3.36954, -2.76435], [6.79279, -3.81324, -1.96745], [7.16069, -4.63434, 0.32945], [5.24789, -4.99414, 1.84455], [2.94109, -4.56534, 1.04665], [2.73739, -6.03694, -2.70215], [1.98749, -8.37834, -2.70425], [0.00209, -9.04384, -1.39425], [-1.24191, -7.34464, -0.10155], [-0.51211, -5.01244, -0.09405], [3.10259, 2.61766, 0.52895], [5.38169, 2.75166, 1.49635], [6.77299, 0.72556, 1.64865], [5.89889, -1.44734, 0.86645], [3.64499, -1.57264, -0.11175], [-0.34401, 0.27896, -2.62365], [-0.22221, 0.48526, -5.09505], [1.94959, 0.93986, -6.18735], [3.99719, 1.13776, -4.83095], [3.88979, 0.90856, -2.38135], [-2.76071, 4.23496, -3.04905], [-3.14051, 4.08196, -1.66175], [-3.94781, 4.97206, -1.05815], [-4.28551, 4.83346, 0.24645], [-3.76211, 3.70326, 0.94495], [-2.94721, 2.84366, 0.34895], [-2.60531, 2.99766, -0.94115], [-1.83111, 2.24696, -1.52735], [-4.07511, 3.52486, 2.23155], [-3.63191, 4.45556, -3.66485], [-2.31141, 3.29376, -3.36135], [-2.02271, 5.03126, -3.15955], [-4.30621, 5.79996, -1.65535], [-4.92561, 5.54186, 0.74015], [-4.78831, 4.09536, 2.65205], [-3.82111, 2.66056, 2.68195], [-5.41721, -0.39284, -0.05185], [-3.85801, -0.69874, -1.11355], [-3.30151, -2.51784, -1.34865], [-4.09981, 0.07376, -2.84225], [-2.63341, 0.03876, -0.31785], [-6.28761, -0.86314, -0.49725], [-5.61101, 0.67576, 0.02635], [-5.31521, -0.78144, 0.96145], [-4.09641, -3.11484, -1.78345], [-3.01761, -2.98034, -0.40805], [-2.44101, -2.57744, -2.01395], [-4.53041, -0.66154, -3.51195], [-3.16191, 0.41146, -3.26515], [-4.77591, 0.91906, -2.80005], [-3.44281, 0.66326, 2.36945], [-2.94521, -0.87154, 3.19575], [-3.00471, -1.69804, 1.68525], [-1.24681, -0.32024, 2.91995], [-2.32761, -2.25054, 4.03385], [-2.90621, 0.07456, 4.69875], [-4.61541, -1.24804, 3.48055]],
  "lowdin_charge": [0.8551, -0.1927, -0.2585, -0.1332, -0.1687, -0.3062, -0.0160, -0.0504, -0.0526, -0.1430, -0.0030, 0.1005, 0.0888, 0.1273, 0.1255, 0.1205, 0.1168, 0.0331, 0.1206, 0.1120, 0.1051, 0.1104, 0.3495, 0.5621, -0.3865, -0.1078, -0.0692, -0.0772, -0.0707, -0.0799, -0.3372, -0.0956, -0.0684, -0.0710, -0.0699, -0.0804, -0.3609, -0.3273, -0.2189, 0.0027, 0.0409, 0.8510, 0.8833, -0.3418, -0.0942, -0.0585, -0.0553, -0.0442, -0.0567, -0.3728, -0.1325, -0.0768, -0.0596, -0.0642, -0.0733, 0.0662, 0.1097, 0.1083, 0.1091, 0.1144, 0.1060, 0.1083, 0.1069, 0.1067, 0.0742, 0.0953, 0.1120, 0.1111, 0.1059, 0.0794, 0.0973, 0.1120, 0.1126, 0.1119, 0.1085, -0.0032, -0.0350, -0.0364, 0.0060, -0.3627, 0.1782, -0.5429, -0.1316, 0.2052, 0.1005, 0.0879, 0.1026, 0.1418, 0.1114, 0.1251, 0.0857, -0.1291, 0.4654, -0.1317, -0.1348, -0.3636, 0.0379, 0.0318, 0.0110, 0.0371, 0.0127, 0.0355, 0.0357, 0.0169, 0.0283, -0.2706, 0.8430, -0.2195, -0.2817, -0.1967, -0.2379, -0.2087],
  "total_energy_ev": -320870.4824,
  "lumo_energy_ev": [-5.1, -3.9],
  "s2": 0.869,
  "homo_lumo_gap_ev": [4.797, 5.952],
  "relative_energy_kj_mol": 85.0,
  "multiplicity": 2,
  "charge": 1
}